No. 1
Below is 14 unconnected molecules or ions with the total composition C58H133B6F24N11O5 in a non-equilibrium geometry, with properties calculated with wB97M-V/def2-TZVPD.

Geometry (Å):
1 C -1.15 3.06 -9.19
2 C -2.22 1.99 -9.26
3 N -3.48 2.31 -8.62
4 C -4.60 2.90 -9.07
5 C -5.47 3.03 -8.07
6 N -4.85 2.51 -6.94
7 C -3.67 2.04 -7.32
8 C -5.44 2.21 -5.57
9 H -0.32 2.63 -9.69
10 H -0.96 3.34 -8.15
11 H -1.35 3.95 -9.76
12 H -1.88 1.03 -8.80
13 H -2.43 1.83 -10.30
14 H -4.68 3.30 -10.02
15 H -6.29 3.71 -7.96
16 H -2.98 1.45 -6.76
17 H -6.49 2.25 -5.80
18 H -5.09 2.90 -4.81
19 H -5.16 1.18 -5.40
20 C -6.84 -7.17 -2.22
21 C -5.42 -7.10 -2.78
22 N -5.13 -5.92 -3.52
23 C -5.18 -5.72 -4.89
24 C -5.03 -4.37 -5.05
25 N -4.71 -3.81 -3.82
26 C -4.79 -4.75 -2.91
27 C -4.26 -2.46 -3.53
28 H -7.48 -6.65 -2.93
29 H -6.92 -6.73 -1.23
30 H -7.19 -8.18 -2.34
31 H -5.10 -7.98 -3.36
32 H -4.68 -7.24 -1.87
33 H -5.48 -6.50 -5.56
34 H -4.86 -3.69 -5.85
35 H -4.45 -4.69 -1.91
36 H -4.66 -2.20 -2.58
37 H -4.61 -1.75 -4.27
38 H -3.18 -2.47 -3.41
39 C -7.69 2.60 -0.91
40 C -7.46 4.12 -1.08
41 N -7.11 4.80 0.23
42 C -7.96 5.05 1.35
43 C -7.21 5.77 2.25
44 N -5.91 5.89 1.69
45 C -5.88 5.28 0.49
46 C -4.71 6.57 2.23
47 H -8.15 2.42 0.01
48 H -6.69 2.05 -0.85
49 H -8.31 2.25 -1.72
50 H -8.34 4.68 -1.41
51 H -6.68 4.32 -1.80
52 H -9.04 4.89 1.38
53 H -7.52 6.21 3.21
54 H -4.98 5.27 -0.15
55 H -4.81 7.68 2.23
56 H -3.89 6.45 1.48
57 H -4.33 6.10 3.15
58 C -0.36 -2.30 9.71
59 C -0.11 -1.16 8.72
60 N 0.83 -1.61 7.58
61 C 2.18 -1.95 8.00
62 C 0.17 -2.73 6.81
63 C -1.18 -2.51 6.09
64 C 0.78 -0.40 6.49
65 C 1.94 0.51 6.64
66 O 1.77 1.26 7.85
67 C 1.03 2.47 7.61
68 H -1.19 -2.00 10.36
69 H 0.57 -2.49 10.23
70 H -0.71 -3.25 9.17
71 H 0.44 -0.37 9.22
72 H -1.02 -0.88 8.25
73 H 2.85 -2.13 7.08
74 H 2.03 -2.88 8.62
75 H 2.56 -1.17 8.63
76 H 0.01 -3.64 7.38
77 H 0.90 -2.95 6.05
78 H -2.00 -2.18 6.73
79 H -1.49 -3.57 5.76
80 H -0.89 -1.87 5.24
81 H -0.21 0.04 6.58
82 H 0.72 -0.90 5.54
83 H 2.10 1.22 5.83
84 H 2.90 0.03 6.63
85 H 0.91 2.87 8.63
86 H 0.05 2.29 7.15
87 H 1.64 3.06 7.03
88 C 3.83 -4.42 2.71
89 C 2.82 -5.16 1.84
90 N 2.01 -4.25 1.03
91 C 1.38 -5.17 0.04
92 C 1.00 -3.51 1.86
93 C -0.01 -4.33 2.66
94 C 2.92 -3.28 0.35
95 C 2.23 -2.64 -0.79
96 O 2.47 -3.42 -2.00
97 C 1.47 -3.14 -2.98
98 H 3.49 -3.50 3.17
99 H 4.59 -4.10 2.03
100 H 4.26 -5.09 3.47
101 H 2.10 -5.86 2.33
102 H 3.40 -5.73 1.13
103 H 0.78 -5.89 0.56
104 H 2.17 -5.66 -0.49
105 H 0.68 -4.70 -0.67
106 H 0.48 -2.95 1.09
107 H 1.58 -2.86 2.49
108 H 0.43 -4.69 3.58
109 H -0.29 -5.12 2.02
110 H -0.93 -3.72 2.78
111 H 3.81 -3.82 -0.04
112 H 3.44 -2.59 1.11
113 H 2.67 -1.61 -0.96
114 H 1.16 -2.58 -0.58
115 H 1.32 -2.07 -3.25
116 H 0.45 -3.59 -2.79
117 H 1.81 -3.68 -3.85
118 C -3.74 1.42 0.51
119 C -2.92 0.20 0.56
120 N -1.44 0.46 0.34
121 C -0.73 -0.80 0.58
122 C -1.04 0.94 -1.08
123 C -1.77 0.16 -2.18
124 C -1.02 1.54 1.42
125 C 0.43 1.30 1.91
126 O 1.37 1.53 0.81
127 C 2.67 1.04 0.88
128 H -4.71 1.33 1.01
129 H -3.91 1.78 -0.47
130 H -3.30 2.27 1.04
131 H -3.26 -0.56 -0.08
132 H -3.01 -0.22 1.53
133 H -1.05 -1.60 -0.10
134 H -0.99 -1.22 1.57
135 H 0.35 -0.69 0.61
136 H 0.08 0.91 -1.10
137 H -1.37 1.97 -1.10
138 H -1.80 -0.87 -1.92
139 H -1.27 0.49 -3.13
140 H -2.79 0.55 -2.26
141 H -1.70 1.52 2.21
142 H -0.96 2.54 0.95
143 H 0.51 0.27 2.32
144 H 0.58 2.01 2.74
145 H 3.02 0.80 -0.15
146 H 2.79 0.20 1.59
147 H 3.34 1.86 1.20
148 C 0.70 8.11 3.57
149 C 1.17 6.69 3.58
150 N 1.95 6.24 2.33
151 C 3.26 7.00 2.43
152 C 2.20 4.76 2.33
153 C 2.68 4.21 3.74
154 C 1.19 6.76 1.14
155 C 1.49 5.98 -0.11
156 O 2.75 6.47 -0.60
157 C 3.33 5.61 -1.53
158 H 0.35 8.35 4.61
159 H -0.06 8.36 2.89
160 H 1.52 8.73 3.26
161 H 0.36 6.01 3.63
162 H 1.85 6.45 4.37
163 H 3.03 8.07 2.45
164 H 3.80 6.81 1.51
165 H 3.86 6.72 3.28
166 H 3.02 4.61 1.61
167 H 1.26 4.29 2.10
168 H 3.62 4.66 4.08
169 H 2.73 3.12 3.64
170 H 2.00 4.41 4.59
171 H 1.65 7.76 0.93
172 H 0.13 6.82 1.40
173 H 0.67 6.08 -0.82
174 H 1.51 4.89 0.01
175 H 4.10 4.93 -1.06
176 H 3.86 6.17 -2.27
177 H 2.57 5.07 -2.12
178 C 9.21 -6.01 -3.25
179 C 8.41 -5.36 -4.36
180 N 8.06 -3.91 -4.02
181 C 9.32 -3.15 -3.63
182 C 7.37 -3.27 -5.26
183 C 8.28 -3.19 -6.48
184 C 7.06 -3.97 -2.87
185 C 6.48 -2.68 -2.29
186 O 5.78 -2.97 -1.07
187 C 6.41 -2.45 0.08
188 H 10.08 -5.39 -3.03
189 H 9.61 -6.97 -3.61
190 H 8.69 -6.13 -2.28
191 H 7.43 -5.90 -4.43
192 H 8.82 -5.42 -5.32
193 H 9.58 -3.36 -2.58
194 H 9.19 -2.07 -3.68
195 H 10.07 -3.31 -4.34
196 H 7.01 -2.31 -4.87
197 H 6.51 -3.94 -5.39
198 H 8.56 -4.15 -6.97
199 H 9.27 -2.59 -6.42
200 H 7.67 -2.76 -7.31
201 H 7.73 -4.45 -2.12
202 H 6.20 -4.54 -3.23
203 H 5.69 -2.28 -2.92
204 H 7.27 -1.92 -2.18
205 H 7.42 -2.90 0.09
206 H 5.91 -2.84 0.98
207 H 6.51 -1.36 0.13
208 B -2.82 -0.02 4.32
209 F -3.65 -1.12 4.62
210 F -1.57 -0.55 3.76
211 F -3.38 0.93 3.43
212 F -2.49 0.62 5.54
213 B -3.59 4.17 -2.94
214 F -3.99 5.12 -1.92
215 F -3.82 4.75 -4.24
216 F -2.27 3.68 -2.86
217 F -4.42 2.97 -2.59
218 B -2.42 -4.03 -0.45
219 F -1.17 -3.74 0.12
220 F -2.39 -3.76 -1.82
221 F -2.54 -5.43 -0.33
222 F -3.39 -3.24 0.15
223 B -1.80 4.90 1.54
224 F -1.47 4.60 0.23
225 F -0.73 4.37 2.39
226 F -1.78 6.34 1.71
227 F -3.04 4.42 1.87
228 B -3.43 -1.35 -6.57
229 F -3.17 -2.74 -6.64
230 F -2.61 -0.71 -5.64
231 F -3.29 -0.70 -7.82
232 F -4.81 -1.21 -6.11
233 B 4.06 -0.87 3.60
234 F 4.36 0.53 3.54
235 F 2.59 -1.02 3.48
236 F 4.64 -1.59 2.56
237 F 4.32 -1.41 4.89

Summary:
Lowest unoccupied orbital energy   -3.370 eV
E_tot   -158229.4370 eV
Total charge   +2
E_HOMO   -0.45752 hartree

No. 2
Below is 12 unconnected molecules or ions with the total composition C58H138Cl4O32P2 in a non-equilibrium geometry, with properties calculated with wB97M-V/def2-TZVPD.

Geometry (Å):
1 C -2.89 -1.78 -7.64
2 O -1.74 -2.14 -6.93
3 P -1.87 -3.33 -5.83
4 O -3.01 -3.33 -4.94
5 O -2.02 -4.53 -6.85
6 C -1.19 -4.70 -7.96
7 O -0.38 -3.51 -5.23
8 C -0.20 -4.03 -3.87
9 H -3.21 -2.43 -8.45
10 H -2.91 -0.75 -8.00
11 H -3.73 -1.68 -6.95
12 H -0.83 -5.73 -7.93
13 H -0.32 -4.05 -8.00
14 H -1.61 -4.69 -8.97
15 H 0.60 -4.77 -3.95
16 H -1.09 -4.44 -3.40
17 H 0.11 -3.35 -3.08
18 C 0.11 4.54 7.10
19 O 0.77 3.35 6.99
20 P 2.37 3.32 6.55
21 O 3.18 4.21 7.39
22 O 2.34 3.58 4.91
23 C 3.54 3.90 4.19
24 O 2.78 1.77 6.57
25 C 2.56 1.08 7.89
26 H -0.90 4.23 7.39
27 H -0.23 5.20 6.30
28 H 0.48 5.21 7.88
29 H 3.24 4.69 3.49
30 H 3.87 3.05 3.59
31 H 4.41 4.30 4.71
32 H 3.34 0.38 8.19
33 H 1.65 0.48 7.84
34 H 2.61 1.88 8.63
35 C -2.02 -2.16 -1.63
36 O -1.81 -1.48 -0.37
37 C -2.29 -0.20 -0.41
38 C -1.08 0.78 -0.58
39 O -0.31 1.03 0.56
40 C 0.82 0.18 0.70
41 C 1.67 0.72 1.83
42 O 1.75 -0.28 2.78
43 C 0.81 -0.14 3.80
44 H -1.69 -3.19 -1.69
45 H -1.52 -1.57 -2.40
46 H -3.05 -2.27 -1.96
47 H -2.65 -0.13 0.61
48 H -3.01 0.14 -1.15
49 H -1.55 1.72 -0.87
50 H -0.51 0.46 -1.45
51 H 1.30 0.02 -0.26
52 H 0.43 -0.83 0.84
53 H 1.32 1.69 2.19
54 H 2.53 1.02 1.24
55 H 1.06 0.77 4.34
56 H 1.06 -0.90 4.54
57 H -0.16 -0.15 3.32
58 C 7.32 3.95 4.18
59 O 6.51 2.88 3.96
60 C 6.56 1.97 4.99
61 C 5.53 0.93 4.51
62 O 5.75 -0.29 5.22
63 C 4.95 -1.40 4.74
64 C 5.03 -2.50 5.81
65 O 4.71 -3.76 5.21
66 C 5.09 -4.78 6.09
67 H 7.08 4.53 5.07
68 H 7.21 4.58 3.29
69 H 8.40 3.82 4.23
70 H 6.25 2.47 5.90
71 H 7.54 1.53 5.17
72 H 5.78 0.73 3.47
73 H 4.48 1.18 4.39
74 H 5.25 -1.84 3.79
75 H 3.88 -1.21 4.69
76 H 4.45 -2.26 6.70
77 H 6.01 -2.63 6.26
78 H 6.03 -5.30 5.90
79 H 4.42 -5.64 6.03
80 H 5.22 -4.41 7.11
81 C -4.43 -4.95 -0.08
82 O -3.41 -5.02 0.84
83 C -2.09 -5.37 0.35
84 C -1.92 -6.91 0.16
85 O -0.69 -7.37 -0.23
86 C 0.37 -7.34 0.67
87 C 1.63 -6.86 -0.17
88 O 1.34 -5.64 -0.83
89 C 1.71 -4.51 0.00
90 H -4.34 -4.25 -0.91
91 H -5.36 -4.62 0.39
92 H -4.54 -5.98 -0.39
93 H -1.29 -5.09 1.02
94 H -1.81 -4.96 -0.62
95 H -2.54 -7.34 -0.63
96 H -2.25 -7.43 1.05
97 H 0.57 -8.25 1.23
98 H 0.32 -6.62 1.49
99 H 1.60 -7.62 -0.95
100 H 2.57 -6.90 0.37
101 H 1.22 -4.65 0.96
102 H 1.50 -3.57 -0.50
103 H 2.77 -4.62 0.23
104 C -0.25 10.79 -2.71
105 O -0.80 9.50 -3.00
106 C -0.54 8.54 -2.00
107 C -1.31 7.15 -2.33
108 O -2.61 6.96 -1.84
109 C -2.65 6.88 -0.44
110 C -2.10 5.61 0.23
111 O -0.64 5.73 0.40
112 C 0.00 4.58 0.91
113 H 0.75 10.92 -2.31
114 H -0.94 11.38 -2.11
115 H -0.30 11.28 -3.68
116 H -0.67 8.89 -0.98
117 H 0.52 8.34 -1.90
118 H -0.73 6.26 -2.05
119 H -1.47 7.14 -3.41
120 H -3.72 6.93 -0.25
121 H -2.23 7.73 0.09
122 H -2.25 4.78 -0.45
123 H -2.64 5.42 1.16
124 H 1.07 4.72 1.03
125 H -0.21 3.59 0.51
126 H -0.43 4.37 1.89
127 C -6.16 -2.27 2.83
128 O -5.34 -1.09 2.60
129 C -4.11 -1.03 3.37
130 C -4.48 -1.33 4.97
131 O -5.22 -0.21 5.70
132 C -5.63 -0.51 7.10
133 C -6.89 -1.46 7.28
134 O -6.48 -2.68 6.79
135 C -7.41 -3.72 6.95
136 H -5.58 -3.12 3.20
137 H -6.57 -2.46 1.84
138 H -7.01 -2.15 3.49
139 H -3.76 -0.01 3.24
140 H -3.35 -1.76 3.07
141 H -3.49 -1.47 5.42
142 H -5.01 -2.24 5.24
143 H -5.73 0.48 7.53
144 H -4.74 -0.97 7.54
145 H -7.68 -1.11 6.62
146 H -7.21 -1.47 8.33
147 H -7.00 -4.50 6.31
148 H -8.33 -3.48 6.43
149 H -7.63 -3.82 8.01
150 C 9.80 -5.42 -5.28
151 O 9.50 -4.03 -5.23
152 C 8.62 -3.65 -4.08
153 C 8.32 -2.10 -4.30
154 O 7.81 -1.50 -3.11
155 C 6.61 -2.06 -2.44
156 C 6.48 -1.39 -1.06
157 O 5.36 -2.12 -0.50
158 C 4.60 -1.32 0.48
159 H 10.31 -5.68 -6.20
160 H 8.84 -5.95 -5.25
161 H 10.52 -5.54 -4.47
162 H 9.17 -3.89 -3.18
163 H 7.76 -4.31 -4.22
164 H 7.49 -2.14 -5.01
165 H 9.12 -1.44 -4.64
166 H 6.61 -3.14 -2.31
167 H 5.85 -1.71 -3.14
168 H 6.41 -0.31 -0.96
169 H 7.45 -1.53 -0.58
170 H 4.63 -0.23 0.44
171 H 5.08 -1.41 1.46
172 H 3.56 -1.52 0.71
173 C -5.79 -1.45 -1.85
174 O -6.91 -1.05 -1.23
175 C -8.06 -1.89 -1.40
176 C -9.06 -1.10 -0.61
177 O -10.08 -2.06 -0.21
178 C -11.47 -1.66 0.09
179 C -11.47 -0.50 0.99
180 O -11.33 -0.91 2.37
181 C -10.01 -0.95 2.85
182 H -5.01 -1.84 -1.19
183 H -5.29 -0.63 -2.36
184 H -5.84 -2.15 -2.68
185 H -8.01 -2.92 -1.05
186 H -8.29 -2.00 -2.46
187 H -9.40 -0.22 -1.17
188 H -8.62 -0.59 0.25
189 H -12.03 -2.50 0.51
190 H -11.95 -1.31 -0.82
191 H -12.48 -0.10 0.85
192 H -10.75 0.30 0.82
193 H -10.04 -1.18 3.91
194 H -9.41 -0.05 2.87
195 H -9.48 -1.80 2.43
196 C 4.22 6.66 -8.61
197 O 4.64 5.91 -7.53
198 C 3.68 5.15 -6.78
199 C 4.28 4.40 -5.55
200 O 3.48 4.54 -4.37
201 C 4.28 4.30 -3.14
202 C 3.27 4.70 -2.01
203 O 3.60 4.25 -0.74
204 C 3.38 2.89 -0.74
205 H 4.98 7.24 -9.13
206 H 3.58 7.45 -8.21
207 H 3.67 5.97 -9.24
208 H 3.24 4.34 -7.36
209 H 2.93 5.88 -6.48
210 H 5.32 4.66 -5.38
211 H 4.38 3.34 -5.79
212 H 5.13 4.98 -3.05
213 H 4.66 3.27 -3.09
214 H 2.30 4.27 -2.25
215 H 3.21 5.79 -2.06
216 H 3.26 2.69 0.33
217 H 4.28 2.32 -1.00
218 H 2.55 2.38 -1.22
219 Cl 0.44 0.20 -5.41
220 C 2.21 0.18 -5.11
221 C 2.60 -1.07 -4.28
222 Cl 2.21 -0.77 -2.61
223 H 2.41 1.03 -4.46
224 H 2.65 0.39 -6.08
225 H 3.67 -1.21 -4.40
226 H 2.04 -1.94 -4.62
227 Cl -3.48 2.55 -2.41
228 C -2.33 2.29 -3.77
229 C -2.88 1.11 -4.73
230 Cl -4.43 1.67 -5.40
231 H -1.28 2.16 -3.50
232 H -2.18 3.18 -4.38
233 H -3.13 0.17 -4.25
234 H -2.34 0.82 -5.63

Summary:
Lowest unoccupied orbital energy   0.226 eV
E_tot   -196552.0292 eV
Total charge   0
E_HOMO   -0.32609 hartree